15
Properties=species:S:1:pos:R:3:lowdin_charge:R:1 method="wB97M-V/def2-TZVPD" gap_ev=10.241 e_lumo_ev=1.03 de_lowest_kcal_mol=52.85 mol_weight_g_mol=74.123 spin_multiplicity=1 total_energy_ha=-233.5607 smiles=CC[C@@H](C)O
C 2.018 0.237 0.072 -0.119
C 0.882 -0.813 -0.133 -0.183
C -0.516 -0.037 -0.354 -0.296
C -2.128 -0.257 0.068 -0.030
O -0.443 0.967 0.660 -0.158
H 1.721 0.963 0.830 0.059
H 2.249 0.794 -0.848 0.071
H 2.961 -0.219 0.409 0.070
H 1.198 -1.473 -0.961 0.098
H 0.839 -1.440 0.761 0.094
H -0.350 0.403 -1.371 0.127
H -2.743 -0.316 -0.819 0.041
H -2.221 -1.118 0.723 0.055
H -2.621 0.567 0.682 0.086
H -0.845 1.742 0.280 0.084

=====

103
Properties=species:S:1:pos:R:3:lowdin_charge:R:1 method="wB97M-V/def2-TZVPD" gap_ev="4.976 / 7.375" e_lumo_ev="-0.05 / -0.07" s2=0.770 de_lowest_kcal_mol=19.01 mol_weight_g_mol=1115.423 spin_multiplicity=2 total_energy_ha=-5861.6319
Hg 0.038 -0.571 0.092 1.071
C 4.471 2.000 -2.939 0.003
C 4.565 1.094 -1.773 -0.341
N 5.649 0.743 -1.168 0.120
N 5.226 -0.094 -0.173 0.017
C 3.894 -0.298 -0.133 -0.805
S 3.032 -1.250 0.917 0.612
N 3.467 0.490 -1.189 -0.088
N 2.144 0.645 -1.564 0.112
H 5.469 2.352 -3.187 0.088
H 3.835 2.855 -2.713 0.075
H 4.057 1.478 -3.804 0.086
H 5.887 -0.516 0.457 0.148
H 1.852 1.610 -1.398 0.075
H 2.021 0.395 -2.540 0.101
Br -7.648 1.151 -0.238 0.693
C -5.986 0.249 -0.436 -0.714
C -5.183 0.038 0.676 -0.142
C -3.970 -0.607 0.530 -0.029
C -3.535 -1.064 -0.726 -0.323
C -4.373 -0.839 -1.829 -0.039
C -5.587 -0.188 -1.688 -0.141
N -2.284 -1.618 -0.832 0.002
C -2.047 -2.593 -1.681 -0.161
C -0.743 -3.060 -1.954 -0.291
C -0.581 -4.264 -2.695 -0.055
C 0.659 -4.751 -2.970 -0.099
C 1.788 -4.036 -2.520 -0.096
C 1.574 -2.876 -1.817 -0.210
N 0.371 -2.372 -1.517 0.002
H -5.512 0.376 1.650 0.093
H -3.333 -0.783 1.387 0.099
H -4.037 -1.139 -2.814 0.105
H -6.215 -0.008 -2.550 0.098
H -2.868 -3.137 -2.153 0.113
H -1.471 -4.786 -3.022 0.105
H 0.777 -5.674 -3.522 0.099
H 2.793 -4.377 -2.716 0.090
H 2.421 -2.302 -1.461 0.036
C 0.549 5.391 4.426 -0.053
O -0.561 6.060 3.819 -0.090
C -1.745 5.367 3.769 -0.240
C -2.849 5.892 4.422 0.001
C -4.076 5.250 4.355 -0.080
C -4.203 4.086 3.610 -0.079
C -3.111 3.574 2.930 -0.024
C -1.867 4.196 3.013 -0.175
N -0.744 3.749 2.297 0.159
C -0.332 2.450 2.056 -0.413
N -0.919 1.549 2.879 0.150
C -0.912 0.137 3.042 -0.192
C -0.519 -0.842 2.131 -0.245
C -0.709 -2.182 2.489 -0.162
C -1.243 -2.551 3.708 -0.090
C -1.646 -1.575 4.609 -0.031
C -1.494 -0.246 4.271 -0.228
O -1.883 0.788 5.098 -0.118
C -2.947 0.530 5.999 -0.070
N 0.571 2.179 1.176 0.108
C 1.211 3.261 0.534 -0.241
C 0.696 3.747 -0.677 -0.053
C 1.301 4.760 -1.400 -0.095
C 2.467 5.333 -0.910 -0.097
C 2.989 4.889 0.289 -0.011
C 2.387 3.866 1.027 -0.228
O 3.018 3.622 2.206 -0.084
C 2.691 2.535 3.070 -0.052
H 1.012 6.092 5.119 0.094
H 1.284 5.096 3.676 0.070
H 0.221 4.508 4.978 0.099
H -2.721 6.806 4.984 0.122
H -4.927 5.659 4.881 0.104
H -5.159 3.587 3.533 0.105
H -3.224 2.698 2.302 0.111
H -0.174 4.466 1.875 0.144
H -1.432 1.980 3.638 0.111
H -0.437 -2.959 1.784 0.088
H -1.360 -3.597 3.959 0.103
H -2.080 -1.851 5.559 0.106
H -2.611 -0.060 6.855 0.089
H -3.760 0.001 5.496 0.101
H -3.295 1.498 6.350 0.091
H -0.224 3.300 -1.037 0.080
H 0.861 5.098 -2.328 0.101
H 2.952 6.139 -1.444 0.102
H 3.883 5.333 0.707 0.120
H 3.540 2.448 3.745 0.097
H 2.553 1.608 2.534 0.068
H 1.794 2.755 3.653 0.075
F -4.491 4.277 -3.262 0.154
C -3.527 3.655 -3.945 -0.590
F -4.098 3.046 -4.995 0.149
F -2.708 4.603 -4.439 0.146
C -2.753 2.684 -3.091 -0.098
C -1.910 1.762 -3.700 0.021
C -1.144 0.945 -2.890 -0.117
N -1.163 1.017 -1.559 0.021
C -1.995 1.886 -0.987 -0.149
C -2.813 2.741 -1.710 0.031
H -1.868 1.673 -4.777 0.127
H -0.506 0.180 -3.319 0.111
H -2.002 1.901 0.095 0.099
H -3.478 3.425 -1.205 0.131

=====

93
Properties=species:S:1:pos:R:3:lowdin_charge:R:1 method="wB97M-V/def2-TZVPD" gap_ev=7.975 e_lumo_ev=-0.37 mol_weight_g_mol=616.915 spin_multiplicity=1 total_energy_ha=-2174.0153
C -5.153 0.726 -2.726 -0.107
C -3.749 0.989 -3.378 -0.243
C -2.529 0.384 -2.589 -0.215
C -2.741 -1.054 -2.060 -0.221
C -1.421 -1.673 -1.476 -0.194
C -0.995 -0.822 -0.249 -0.209
C 0.240 -1.370 0.521 -0.194
C -0.079 -2.298 1.726 -0.177
C -1.217 -1.790 2.674 -0.138
C -0.864 -1.809 4.164 -0.125
C -0.015 -0.872 4.742 -0.120
C 0.579 0.186 3.813 -0.139
C 1.742 1.030 4.414 -0.131
C 1.219 1.991 5.510 -0.239
C -0.023 2.643 5.411 -0.038
C -0.453 3.477 6.472 -0.075
C 0.378 3.606 7.586 -0.112
C 1.627 2.988 7.703 -0.079
C 2.051 2.162 6.643 -0.060
C 0.233 -0.944 6.177 0.060
C -0.339 -1.878 6.998 -0.246
O -0.080 -1.866 8.365 0.029
C -1.219 -2.901 6.479 -0.300
N -1.865 -3.886 7.111 -0.207
S -2.709 -4.620 5.920 0.989
N -2.290 -3.761 4.603 -0.234
C -1.442 -2.802 5.042 -0.282
H -5.823 0.354 -3.523 0.068
H -5.137 0.073 -1.844 0.055
H -5.587 1.701 -2.428 0.065
H -3.604 2.090 -3.380 0.096
H -3.770 0.707 -4.449 0.090
H -1.681 0.328 -3.310 0.094
H -2.250 1.110 -1.806 0.103
H -3.465 -1.013 -1.219 0.096
H -3.174 -1.733 -2.818 0.116
H -0.619 -1.694 -2.236 0.092
H -1.690 -2.706 -1.169 0.115
H -1.893 -0.651 0.371 0.103
H -0.706 0.177 -0.637 0.102
H 0.829 -0.493 0.861 0.071
H 0.897 -1.899 -0.201 0.113
H -0.354 -3.307 1.371 0.111
H 0.863 -2.430 2.299 0.112
H -2.076 -2.472 2.541 0.105
H -1.547 -0.760 2.434 0.108
H -0.181 0.892 3.425 0.112
H 0.989 -0.332 2.926 0.090
H 2.603 0.431 4.755 0.121
H 2.098 1.686 3.589 0.107
H -0.673 2.514 4.537 0.106
H -1.433 3.953 6.370 0.104
H 0.030 4.228 8.422 0.101
H 2.284 3.075 8.573 0.104
H 3.012 1.635 6.687 0.114
H 0.903 -0.228 6.663 0.116
H -0.498 -1.076 8.736 0.112
C -0.892 1.508 -7.691 -0.093
C -0.991 1.107 -9.017 -0.096
C -1.410 -0.181 -9.324 -0.097
C -1.738 -1.065 -8.306 -0.096
C -1.642 -0.663 -6.980 -0.105
C -1.216 0.622 -6.672 -0.097
H -0.562 2.511 -7.452 0.101
H -0.741 1.799 -9.812 0.100
H -1.481 -0.495 -10.358 0.100
H -2.069 -2.068 -8.545 0.100
H -1.899 -1.354 -6.185 0.095
H -1.139 0.931 -5.636 0.088
C 4.157 3.175 -0.967 -0.094
C 3.608 4.426 -0.718 -0.095
C 2.529 4.552 0.147 -0.094
C 2.004 3.428 0.770 -0.095
C 2.555 2.178 0.524 -0.097
C 3.629 2.050 -0.347 -0.092
H 4.997 3.076 -1.643 0.101
H 4.022 5.303 -1.199 0.101
H 2.097 5.528 0.335 0.101
H 1.165 3.527 1.448 0.098
H 2.146 1.301 1.012 0.075
H 4.055 1.073 -0.543 0.095
C 2.021 -3.571 -4.879 -0.092
C 3.237 -3.902 -4.296 -0.096
C 3.851 -3.018 -3.418 -0.096
C 3.243 -1.807 -3.117 -0.096
C 2.026 -1.477 -3.697 -0.104
C 1.416 -2.357 -4.581 -0.095
H 1.544 -4.260 -5.566 0.101
H 3.707 -4.851 -4.526 0.100
H 4.802 -3.274 -2.969 0.100
H 3.719 -1.118 -2.428 0.091
H 1.551 -0.532 -3.460 0.099
H 0.468 -2.097 -5.038 0.088

=====

3
Properties=species:S:1:pos:R:3:lowdin_charge:R:1 method="wB97M-V/def2-TZVPD" gap_ev="4.065 / 7.401" e_lumo_ev="-1.34 / -1.47" s2=0.751 mol_weight_g_mol=241.713 spin_multiplicity=2 total_energy_ha=-452.1828
Li -2.424 0.099 -0.017 0.495
Ag 2.451 -0.321 0.808 -0.059
I -0.027 0.223 -0.791 -0.436